153
Properties=species:S:1:pos:R:3:lowdin_spin:R:1 method="wB97M-V/def2-TZVPD" lumo_energy_ev="1.77 / 1.75" total_energy_ev=-80708.5536 spin_multiplicity=2 total_charge=-1
C -7.60931 -0.89443 2.13721 0.008
C -6.93799 -1.83247 1.11420 0.000
C -5.86538 -1.10846 0.24029 0.002
O -6.65549 -0.08013 -0.40521 0.008
C -5.81827 0.80682 -1.00467 0.028
N -6.49296 -3.10446 1.74550 0.000
H -8.26378 -1.48047 2.78243 0.001
H -8.34553 -0.27767 1.62176 0.000
H -6.93822 -0.35041 2.80187 0.008
H -7.69432 -2.21320 0.42783 0.000
H -5.35187 -1.83480 -0.38966 0.000
H -5.12739 -0.79003 0.97654 0.002
H -5.25602 0.25238 -1.75605 0.001
H -5.14867 1.13209 -0.20847 0.010
H -6.31532 1.70299 -1.37604 0.008
H -5.80164 -2.90843 2.45525 0.001
H -6.02724 -3.63173 1.02080 0.000
C 4.50176 0.66383 -0.83634 0.000
C 5.51139 1.80589 -0.92488 0.000
C 6.99202 1.29005 -0.84737 0.000
O 7.15167 0.77290 0.48952 0.000
C 7.40348 1.70996 1.61238 0.001
N 5.20494 2.46175 -2.15252 0.000
H 4.50222 -0.09573 -0.05456 0.000
H 4.61888 0.03506 -1.71897 0.000
H 3.46574 0.98120 -0.95481 0.000
H 5.38626 2.47448 -0.07316 0.000
H 7.67288 2.11018 -1.07523 0.000
H 7.25572 0.55519 -1.60799 0.000
H 8.43040 2.07538 1.61369 0.000
H 7.30596 1.12893 2.52944 0.000
H 6.81801 2.62921 1.59486 0.000
H 5.28564 1.77579 -2.88944 0.000
H 4.23156 2.72084 -2.07831 0.000
C 3.11686 0.11262 4.79186 0.003
C 4.05621 0.18692 3.61831 0.000
C 4.42266 -1.19492 3.08136 0.000
O 5.03014 -2.04570 4.11053 0.000
C 6.25156 -1.62183 4.66051 0.001
N 3.44504 1.07869 2.60566 0.000
H 2.79764 1.14710 4.91856 0.002
H 3.70716 -0.24590 5.63513 0.000
H 2.35735 -0.64732 4.60822 0.000
H 4.98501 0.64089 3.96376 0.000
H 4.98602 -1.16916 2.14859 0.000
H 3.49096 -1.66335 2.76417 0.000
H 6.19521 -0.61229 5.06765 0.000
H 7.04728 -1.39509 3.95092 0.000
H 6.63125 -2.31107 5.41474 0.000
H 4.02534 1.12582 1.78036 0.000
H 3.35216 1.98739 3.03662 0.000
C 0.35901 -1.40750 1.17111 0.001
C 0.41153 -0.11163 0.28201 0.001
C -0.96457 0.19241 -0.36168 0.004
O -1.35205 -1.04817 -1.05604 0.002
C -2.66523 -0.97755 -1.57030 0.003
N 0.76373 1.01822 1.12536 0.001
H -0.39738 -1.42443 1.95577 0.001
H 1.33154 -1.49249 1.65595 0.000
H 0.01838 -2.25739 0.57970 0.000
H 1.05165 -0.26257 -0.58721 0.000
H -0.97341 0.89332 -1.19640 0.003
H -1.73209 0.53859 0.33054 0.002
H -3.36196 -0.86327 -0.73988 0.000
H -3.02391 -1.89864 -2.02968 0.000
H -2.90473 -0.10673 -2.18057 0.005
H 1.67082 0.80731 1.51628 0.000
H 0.14857 0.99293 1.92601 0.001
C -2.73453 -2.57527 -10.68330 0.000
C -3.43958 -3.00498 -9.37617 0.000
C -3.06994 -1.98900 -8.28073 0.000
O -3.57303 -2.39974 -6.98173 0.000
C -3.22916 -1.49145 -5.89169 0.001
N -4.93930 -2.92574 -9.73913 0.000
H -2.88107 -1.53123 -10.96010 0.000
H -3.12402 -3.16536 -11.51288 0.000
H -1.66953 -2.80698 -10.66962 0.000
H -3.30643 -4.04298 -9.07133 0.000
H -3.45594 -0.98106 -8.43290 0.000
H -1.98684 -1.86683 -8.28959 0.000
H -3.67875 -0.54314 -6.18607 0.001
H -2.18160 -1.37797 -5.61270 0.000
H -3.67517 -1.80414 -4.94755 0.000
H -5.57176 -3.11345 -8.97438 0.000
H -5.07210 -1.92630 -9.67928 0.000
C 4.47871 -2.89066 -1.53893 0.000
C 3.19027 -2.48827 -0.90408 0.000
O 2.47251 -3.63102 -0.78741 0.001
H 5.08375 -2.09842 -1.97982 0.000
H 4.40297 -3.52906 -2.41916 0.000
H 5.07940 -3.51814 -0.88050 0.000
H 2.68884 -1.79470 -1.57908 0.000
H 3.40370 -2.07701 0.08254 0.000
H 2.92425 -4.13625 -0.10750 0.000
C -0.22545 1.33358 5.18819 0.012
C -0.48689 2.80100 5.56683 0.039
O -0.66789 2.75496 6.96119 0.028
H -0.12957 1.22217 4.10815 0.001
H -1.02353 0.64449 5.46447 0.003
H 0.66298 0.92156 5.66676 0.001
H -1.40522 3.13699 5.08529 0.019
H 0.28738 3.53329 5.33800 0.010
H -0.83089 3.63801 7.30067 0.010
C -2.10837 3.50839 1.43513 0.073
C -2.08849 5.00594 1.74076 0.117
O -1.70639 5.34740 2.97690 0.109
H -2.15737 3.31797 0.36301 0.022
H -2.97592 3.19779 2.01735 0.043
H -1.16334 3.09254 1.78455 0.003
H -3.15329 5.23238 1.68572 0.031
H -1.53971 5.61037 1.01854 0.020
H -1.79388 6.29482 3.10468 0.033
C 1.97300 4.39807 2.09587 0.017
C 3.43219 4.89911 2.08274 0.012
O 4.01333 4.08307 3.01470 0.016
H 1.29686 5.02871 1.51860 0.008
H 1.71507 4.41392 3.15479 0.006
H 1.91279 3.34450 1.82301 0.001
H 3.38118 5.93839 2.40738 0.005
H 3.84257 4.84452 1.07442 0.000
H 3.74022 4.34638 3.89656 0.006
C -3.07410 -4.36659 0.56205 0.001
O -3.74632 -3.59339 -0.11589 0.000
N -2.78959 -5.54700 0.16328 0.000
N -2.60454 -4.06208 1.71031 0.000
H -2.29040 -6.20395 0.74579 0.000
H -3.19964 -5.91628 -0.68264 0.000
H -2.79935 -3.17609 2.15434 0.000
H -2.13425 -4.78027 2.24242 0.000
C -3.11359 -0.75721 3.63044 0.012
O -2.95936 -1.95502 3.47923 0.004
N -3.72806 -0.18356 4.68159 0.021
N -2.83659 0.14608 2.80506 0.015
H -3.76383 0.80849 4.86775 0.046
H -4.15308 -0.80007 5.35936 0.006
H -2.42590 -0.25276 1.97298 0.001
H -3.25270 1.06086 2.90566 0.029
C 0.62461 -2.66835 -3.68898 0.000
O 0.13378 -2.03548 -4.61127 0.001
N 0.27490 -2.69319 -2.42620 0.000
N 1.73126 -3.29072 -3.69332 0.000
H -0.48057 -2.11138 -2.09323 0.000
H 0.89901 -3.13844 -1.76868 0.000
H 2.01734 -3.75075 -2.84089 0.000
H 2.22210 -3.24882 -4.57503 0.000
C 1.29734 3.62188 -1.79688 0.015
O 2.46560 3.26360 -1.74258 0.004
N 0.27349 3.24195 -1.05358 0.011
N 0.86570 4.36727 -2.72281 0.015
H 0.55772 2.68436 -0.26087 0.001
H -0.67396 3.55062 -1.21844 0.025
H 1.44440 4.44979 -3.54646 0.002
H -0.08487 4.70794 -2.70127 0.027